# 1
{
  "formula": "C20H43GaN2P3SSe",
  "method": "ωB97M-V/def2-TZVPD",
  "elements": ["Ga", "P", "P", "P", "H", "C", "C", "H", "C", "C", "C", "C", "C", "C", "C", "C", "C", "H", "H", "H", "H", "H", "H", "H", "H", "H", "H", "H", "H", "H", "H", "H", "H", "H", "H", "H", "H", "H", "H", "H", "H", "H", "H", "H", "H", "H", "C", "C", "C", "C", "C", "C", "Se", "H", "H", "H", "H", "H", "H", "S", "C", "N", "C", "C", "N", "H", "H", "H", "H", "H", "H"],
  "xyz": [[-0.2299, -0.7039, 0.4015], [0.1324, 1.5866, 2.0189], [-2.4510, 0.1587, 0.2769], [2.1668, -0.4608, 0.1804], [-1.6535, -3.6214, -5.8742], [-0.8400, -4.1868, -5.3958], [-0.7119, -4.3173, -4.0620], [-1.4516, -3.8951, -3.3648], [0.3286, 3.1451, 1.0768], [-1.1210, 2.1164, 3.2465], [1.5908, 1.7217, 3.1466], [-3.1695, -0.7638, -1.1114], [-3.5002, -0.2394, 1.7213], [-2.8049, 1.8927, -0.1044], [2.5433, -1.5351, -1.2368], [3.1686, -1.1173, 1.5632], [2.9652, 1.1182, -0.2489], [-0.1024, -4.6098, -6.0948], [0.1433, -4.9104, -3.6932], [0.4241, 3.9655, 1.7941], [-0.5492, 3.3134, 0.4444], [1.2255, 3.1031, 0.4489], [-0.7007, 2.9882, 3.7660], [-1.3184, 1.3256, 3.9835], [-2.0597, 2.4157, 2.7694], [1.3739, 2.5398, 3.8526], [2.5091, 1.9724, 2.5939], [1.7357, 0.7933, 3.7216], [-4.2416, -0.5469, -1.1834], [-3.0185, -1.8411, -0.9626], [-2.6745, -0.4577, -2.0454], [-4.5496, -0.0080, 1.4669], [-3.2028, 0.3465, 2.6046], [-3.4135, -1.3095, 1.9687], [-3.8786, 2.0026, -0.3018], [-2.2503, 2.2020, -0.9965], [-2.5533, 2.5604, 0.7216], [3.6246, -1.5936, -1.4136], [2.0548, -1.1367, -2.1370], [2.1481, -2.5404, -1.0496], [4.0978, -1.5629, 1.1747], [2.6057, -1.8977, 2.0960], [3.4321, -0.3312, 2.2845], [3.9813, 0.9434, -0.6277], [3.0461, 1.7958, 0.6037], [2.3950, 1.6201, -1.0352], [0.1282, 1.2439, -4.6644], [-0.1355, -0.1208, -4.4407], [0.0522, -1.0202, -5.4774], [0.4939, -0.5973, -6.7313], [0.8758, 0.7317, -6.9318], [0.6941, 1.6515, -5.8832], [-0.2900, 2.7211, -3.5060], [1.0880, 2.7957, -2.9704], [-0.5139, -0.4967, -3.4895], [-0.2062, -2.0776, -5.3567], [0.5187, -1.3627, -7.5029], [1.3182, 1.0677, -7.8832], [0.9390, 2.7053, -6.0150], [-0.2911, -2.0906, 2.6061], [-0.1164, -1.2693, 4.0889], [1.0402, -1.0535, 4.7580], [0.8068, -0.4877, 6.0874], [-0.6990, -0.3009, 6.1314], [-1.1467, -0.7567, 4.8244], [1.9218, -1.5294, 4.5020], [1.3310, 0.4699, 6.1762], [1.1609, -1.1504, 6.8846], [-0.9683, 0.7439, 6.2673], [-1.1419, -0.8838, 6.9397], [-2.1059, -0.9738, 4.5982]],
  "mulliken_charge": [0.652, 0.271, 0.788, 0.779, 0.342, -0.704, -0.372, 0.260, -1.190, -1.103, -0.974, -1.250, -1.186, -0.983, -1.348, -1.227, -1.018, 0.262, 0.229, 0.448, 0.320, 0.349, 0.605, -0.126, 0.514, 0.527, 0.502, -0.109, 0.499, 0.432, 0.386, 0.502, 0.233, 0.398, 0.540, 0.119, 0.335, 0.501, 0.419, 0.454, 0.510, 0.297, 0.371, 0.521, 0.352, 0.144, -0.241, -0.087, -0.063, -0.462, -0.615, -0.367, -0.030, 0.073, 0.524, 0.016, 0.440, 0.372, 0.443, -0.248, 0.082, 0.002, -0.461, -0.465, -0.036, 0.266, 0.288, 0.377, 0.291, 0.398, 0.231],
  "total_charge": 3,
  "energy_ev": -180815.9419,
  "fmax_ha_per_bohr": 0.069,
  "orbital_gap_ev": 4.370,
  "lumo_energy_ha": -0.4089
}

---

# 2
{
  "formula": "C20H43N2OP3ReS",
  "method": "ωB97M-V/def2-TZVPD",
  "elements": ["Re", "P", "P", "P", "H", "C", "C", "H", "C", "C", "C", "C", "C", "C", "C", "C", "C", "H", "H", "H", "H", "H", "H", "H", "H", "H", "H", "H", "H", "H", "H", "H", "H", "H", "H", "H", "H", "H", "H", "H", "H", "H", "H", "H", "H", "H", "C", "C", "C", "C", "C", "C", "O", "H", "H", "H", "H", "H", "H", "S", "C", "N", "C", "C", "N", "H", "H", "H", "H", "H", "H"],
  "xyz": [[-0.1496, 0.0819, -0.5191], [1.5327, 0.9511, 0.8351], [-1.0104, 2.0684, -1.3750], [1.5382, -0.5219, -1.9916], [-1.8882, -2.1133, -0.1788], [-0.8398, -2.0060, -0.4923], [0.1616, -1.8155, 0.5584], [-0.1723, -1.7892, 1.6025], [1.3116, 1.3946, 2.6062], [2.2628, 2.5624, 0.2838], [3.0610, -0.0580, 1.0492], [-2.5634, 1.5828, -2.1806], [-1.5532, 3.4140, -0.2455], [-0.0128, 2.9849, -2.6165], [2.4244, -2.1265, -1.7468], [2.8806, 0.6212, -2.5241], [0.7782, -0.8846, -3.5988], [-0.5851, -2.6170, -1.3665], [1.1492, -2.2714, 0.4556], [1.2383, 0.5065, 3.2374], [0.4231, 2.0047, 2.7723], [2.1743, 1.9650, 2.9654], [1.4992, 3.3438, 0.1816], [2.8065, 2.4851, -0.6643], [2.9754, 2.8908, 1.0531], [2.8268, -1.0585, 1.4235], [3.7008, 0.4250, 1.7977], [3.6569, -0.1736, 0.1394], [-2.8174, 2.3019, -2.9694], [-3.3786, 1.5340, -1.4508], [-2.4594, 0.5733, -2.5924], [-1.7506, 4.3127, -0.8494], [-0.7956, 3.6551, 0.5129], [-2.4749, 3.1166, 0.2725], [-0.6110, 3.8453, -2.9534], [0.2266, 2.3430, -3.4772], [0.9248, 3.3491, -2.1680], [2.9687, -2.3472, -2.6783], [1.7131, -2.9431, -1.5571], [3.1391, -2.0704, -0.9144], [3.3130, 0.1751, -3.4305], [3.6720, 0.7374, -1.7735], [2.4753, 1.6090, -2.7798], [1.4925, -1.4082, -4.2473], [0.4391, 0.0377, -4.0857], [-0.0984, -1.5185, -3.4369], [-2.1373, -1.3847, -5.4467], [-3.2618, -1.1220, -6.2650], [-3.6485, -2.0954, -7.1932], [-2.9098, -3.2809, -7.3554], [-1.7408, -3.4686, -6.6072], [-1.3389, -2.5047, -5.6882], [-1.8605, -0.7007, -4.2756], [-2.2039, 0.2210, -4.2697], [-3.8573, -0.2209, -6.1062], [-4.5718, -1.9690, -7.7686], [-3.2708, -4.0595, -8.0267], [-1.1434, -4.3796, -6.6910], [-0.4342, -2.6309, -5.0899], [-1.9679, 0.4194, 1.0621], [-1.7168, 0.1132, 2.7465], [-1.5651, -1.0749, 3.3272], [-1.4125, -0.9839, 4.7671], [-1.5519, 0.5067, 5.0335], [-1.7327, 1.0681, 3.7035], [-1.6242, -1.9523, 2.8005], [-0.4346, -1.3620, 5.0810], [-2.1827, -1.5674, 5.2788], [-0.6660, 0.9437, 5.5034], [-2.4150, 0.7202, 5.6692], [-1.9091, 2.0443, 3.5084]],
  "mulliken_spin": [1.842, -0.020, -0.056, -0.055, -0.010, 0.002, -0.053, -0.012, 0.017, 0.019, 0.014, -0.003, 0.009, 0.039, 0.027, 0.031, 0.023, 0.012, 0.015, 0.000, 0.000, 0.000, 0.000, -0.003, -0.001, 0.001, 0.000, -0.004, 0.000, -0.001, 0.001, -0.001, -0.003, 0.000, 0.003, -0.004, -0.003, 0.000, 0.000, 0.001, 0.001, 0.002, -0.005, 0.006, 0.009, -0.003, 0.308, 0.046, 0.106, 0.252, 0.107, 0.058, 0.115, -0.003, -0.002, 0.007, -0.002, 0.004, 0.004, 0.143, 0.009, 0.005, 0.001, 0.001, 0.002, -0.001, 0.000, 0.000, 0.000, 0.000, 0.000],
  "total_charge": 4,
  "s_squared": 3.80,
  "spin_multiplicity": 4,
  "e_above_lowest_ev": 0.000,
  "energy_ev": -67256.5784,
  "fmax_ha_per_bohr": 0.075,
  "orbital_gap_ev": [6.736, 6.122],
  "lumo_energy_ha": [-0.4965, -0.5187]
}

---

# 3
{
  "formula": "C20H43NO10P",
  "method": "ωB97M-V/def2-TZVPD",
  "elements": ["C", "C", "C", "C", "C", "C", "O", "P", "O", "C", "C", "C", "C", "N", "C", "C", "O", "O", "H", "H", "H", "H", "H", "H", "H", "H", "H", "H", "H", "H", "H", "H", "H", "H", "H", "H", "H", "H", "H", "H", "H", "H", "H", "H", "H", "C", "C", "O", "C", "O", "O", "C", "H", "H", "H", "H", "H", "H", "H", "H", "C", "C", "O", "C", "O", "O", "C", "H", "H", "H", "H", "H", "H", "H", "H"],
  "xyz": [[3.0055, -0.1167, 2.4202], [3.7883, -0.5479, 1.0248], [3.8389, -2.2005, 0.8007], [3.2952, 0.2795, -0.3016], [3.7632, 1.8648, -0.0451], [1.6885, 0.1992, -0.6170], [1.0940, -1.1404, -0.5057], [-0.1641, -1.2195, 0.6940], [-1.3138, -1.5077, 2.0169], [-1.9864, -0.1955, 2.1616], [-2.4673, 0.2104, 0.6352], [-3.8750, -0.6108, 0.4574], [-3.6837, -2.0245, -0.3940], [-3.7268, -3.2017, 0.3114], [-2.6758, 1.7970, 0.2500], [-2.5661, 2.8188, 1.5528], [-3.2702, 4.1150, 1.3350], [-1.2901, -0.1654, -0.1882], [2.6667, 1.0067, 2.4470], [2.1462, -0.8758, 2.7165], [3.8211, -0.2256, 3.2849], [4.9278, -0.2386, 1.2015], [3.4080, -2.3718, -0.2993], [3.0762, -2.7377, 1.5419], [4.9349, -2.6038, 0.8903], [3.9017, -0.0985, -1.2306], [3.9393, 2.4445, -1.0462], [4.7665, 1.9040, 0.6008], [2.9654, 2.4642, 0.5967], [1.1623, 1.0350, 0.0097], [1.5599, 0.5226, -1.7590], [-0.7833, -2.3633, 0.0747], [0.6608, -2.2131, 1.3638], [0.3413, -0.2113, 1.5966], [-2.8259, -0.4541, 2.9615], [-1.3378, 0.5899, 2.7735], [-4.4090, -0.8412, 1.5001], [-4.6718, 0.0179, -0.1709], [-3.5473, -2.0347, -1.5560], [-3.8811, -3.0241, 1.3283], [-1.8917, 2.1618, -0.5730], [-3.7414, 1.9978, -0.2491], [-3.0651, 2.3513, 2.5283], [-1.4038, 2.9618, 1.7422], [-4.0206, 3.9603, 0.6709], [9.4234, -0.4439, -3.1379], [10.0549, 0.6085, -2.2434], [9.7327, 1.9286, -2.6979], [8.4844, 2.3651, -2.3954], [7.6360, 1.7440, -1.7761], [8.3315, 3.6034, -2.9280], [7.0203, 4.1401, -2.7711], [9.6978, -0.2753, -4.1841], [9.7449, -1.4464, -2.8426], [8.3303, -0.4055, -3.0871], [11.1456, 0.5149, -2.2908], [9.7655, 0.4772, -1.1946], [6.7034, 4.1197, -1.7235], [6.3154, 3.5864, -3.3992], [7.0371, 5.1814, -3.1048], [-7.9766, -3.9689, -0.1379], [-7.3451, -2.9165, 0.7566], [-7.6673, -1.5964, 0.3021], [-8.9156, -1.1599, 0.6046], [-9.7640, -1.7810, 1.2239], [-9.0685, 0.0784, 0.0720], [-10.3797, 0.6151, 0.2289], [-7.7022, -3.8003, -1.1841], [-7.6551, -4.9714, 0.1574], [-9.0696, -3.9305, -0.0871], [-6.2544, -3.0101, 0.7092], [-7.6345, -3.0478, 1.8054], [-10.6966, 0.5947, 1.2765], [-11.0846, 0.0614, -0.3992], [-10.3629, 1.6564, -0.1048]],
  "mulliken_charge": [-1.136, 0.201, -0.932, 0.190, -1.108, -0.381, -0.525, 1.137, -0.569, -0.861, 1.656, -0.719, -0.209, -0.644, -1.039, -0.093, -0.556, -0.605, 0.181, 0.243, 0.326, 0.443, 0.187, 0.209, 0.279, 0.316, 0.234, 0.271, 0.247, 0.125, 0.175, -0.236, -0.177, -0.361, 0.292, 0.200, 0.198, 0.201, 0.286, 0.300, 0.146, 0.401, 0.178, 0.193, 0.325, -1.076, -0.158, -0.367, 0.747, -0.537, -0.333, -0.607, 0.291, 0.347, 0.300, 0.286, 0.300, 0.282, 0.286, 0.236, -1.231, 0.129, -0.225, 0.708, -0.567, -0.315, -0.647, 0.289, 0.366, 0.345, 0.024, 0.334, 0.292, 0.284, 0.223],
  "total_charge": -1,
  "energy_ev": -52685.1341,
  "fmax_ha_per_bohr": 0.101,
  "orbital_gap_ev": 6.269,
  "lumo_energy_ha": 0.0840
}